# 1
Density functional theory data (ωB97M-V/def2-TZVPD) for 2 unconnected molecules or ions with the total composition C3H6FN2.

Geometry as ORCA input:
```
! RIJCOSX wB97M-V def2-TZVPD def2/J DEFGRID3
* xyz 1 1
C -0.250 1.195 0.220
C 0.716 -0.815 -0.014
C 1.697 0.213 -0.162
N -0.403 -0.087 0.444
N 1.102 1.327 -0.148
F -3.232 -0.271 -0.104
H 0.720 -1.140 -1.024
H 0.906 -1.620 0.696
H -4.035 -0.689 -0.070
H 2.696 0.083 -0.200
H -1.436 -0.416 0.460
H 1.518 2.220 -0.098
*
```

Computed properties:
Energy above the lowest of the compared OMol25 structures with the same formula, charge and spin = 2.263 eV
Lowest unoccupied orbital energy = -5.6 eV
E = -326.93801 Eh
Frontier orbital gap = 8.39 eV

=====

# 2
Density functional theory data (ωB97M-V/def2-TZVPD) for 3 unconnected molecules or ions with the total composition C3H6FNO.

Geometry as ORCA input:
```
! RIJCOSX wB97M-V def2-TZVPD def2/J DEFGRID3
* xyz 0 1
C 1.807 -0.088 -0.811
C -0.888 -0.512 1.137
C -0.521 1.427 -0.255
N -1.034 0.409 0.142
O 1.970 -0.586 0.307
F -1.971 -0.650 -0.935
H 2.698 0.503 -1.213
H -1.142 -1.486 0.845
H 0.250 -0.519 1.213
H -1.335 -0.250 2.070
H -0.774 2.067 -1.110
H 0.940 -0.316 -1.390
*
```

Computed properties:
Energy above the lowest of the compared OMol25 structures with the same formula, charge and spin = 5.823 eV
Lowest unoccupied orbital energy (spin up / spin down) = -0.3 / -0.3 eV
E = -347.57409 Eh
Frontier orbital gap (spin up / spin down) = 9.49 / 9.49 eV

=====

# 3
Density functional theory data (ωB97M-V/def2-TZVPD) for 2 unconnected molecules or ions with the total composition C3H6FNOS.

Geometry as ORCA input:
```
! RIJCOSX wB97M-V def2-TZVPD def2/J DEFGRID3
* xyz 0 1
O -0.955 1.065 -3.175
C -0.896 1.845 -2.284
F -1.903 1.894 -1.384
S 0.511 2.841 -1.798
H 0.249 2.625 -0.534
C 1.371 -0.231 -0.168
N 0.172 0.112 -0.173
C -0.915 -0.646 0.364
H 1.825 -1.150 0.090
H 1.972 0.476 -0.582
H -1.625 -1.200 -0.483
H -0.738 -1.513 1.111
H -1.669 0.114 0.726
*
```

Computed properties:
Energy above the lowest of the compared OMol25 structures with the same formula, charge and spin = 1.927 eV
Lowest unoccupied orbital energy = 0.6 eV
E = -745.89842 Eh
SMILES = O=C(F)S.C=NC
Frontier orbital gap = 10.37 eV

=====

# 4
Density functional theory data (ωB97M-V/def2-TZVPD) for a single C3H6FNS molecule.

Geometry as ORCA input:
```
! RIJCOSX wB97M-V def2-TZVPD def2/J DEFGRID3
* xyz 0 1
N -0.467 1.161 -0.807
C -0.502 0.332 0.390
C -0.478 -1.147 0.247
F -0.467 -1.719 -1.044
C 0.779 -0.409 0.759
S 2.106 -0.327 -0.411
H -0.621 2.123 -0.607
H -1.107 0.762 -1.467
H -1.066 0.704 1.254
H -0.982 -1.772 1.009
H 1.137 -0.488 1.767
H 1.668 0.780 -1.090
*
```

Computed properties:
Energy above the lowest of the compared OMol25 structures with the same formula, charge and spin = 1.735 eV
Lowest unoccupied orbital energy = 0.8 eV
E = -670.66034 Eh
SMILES = N[C@H]1[C@@H](F)[C@H]1S
Frontier orbital gap = 9.33 eV

=====

# 5
Density functional theory data (ωB97M-V/def2-TZVPD) for a single C3H6FNS molecule.

Geometry as ORCA input:
```
! RIJCOSX wB97M-V def2-TZVPD def2/J DEFGRID3
* xyz 0 1
C -0.564 0.424 0.656
C -1.093 -0.938 0.164
C 1.593 0.333 -0.518
N 0.397 0.955 -0.361
F 2.420 0.535 0.481
S 0.134 -2.155 -0.057
H -1.380 1.204 0.611
H -0.003 0.331 1.496
H -1.590 -1.243 1.019
H -1.736 -0.738 -0.729
H 1.839 0.226 -1.518
H -0.017 1.066 -1.243
*
```

Computed properties:
Energy above the lowest of the compared OMol25 structures with the same formula, charge and spin = 2.999 eV
Lowest unoccupied orbital energy = -0.5 eV
E = -670.61389 Eh
Frontier orbital gap = 7.27 eV

=====

# 6
Density functional theory data (ωB97M-V/def2-TZVPD) for a molecular structure, C3H6I2O.

Geometry as ORCA input:
```
! RIJCOSX wB97M-V def2-TZVPD def2/J DEFGRID3
* xyz 0 1
C 0.520 0.076 1.881
C -0.285 0.478 -1.762
C 0.798 -0.147 0.405
O -0.464 -0.037 -0.529
I 1.783 -1.970 -0.076
I 2.175 1.574 -0.061
H 1.387 -0.115 2.506
H -0.091 -0.766 2.084
H -0.086 0.978 2.164
H -0.165 -0.314 -2.463
H 0.408 1.357 -1.776
H -1.198 0.987 -2.010
*
```

Computed properties:
Energy above the lowest of the compared OMol25 structures with the same formula, charge and spin = 1.763 eV
Lowest unoccupied orbital energy = -0.2 eV
E = -788.46368 Eh
Frontier orbital gap = 9.07 eV

=====

# 7
Density functional theory data (ωB97M-V/def2-TZVPD) for a molecular structure, C3H6I2O.

Geometry as ORCA input:
```
! RIJCOSX wB97M-V def2-TZVPD def2/J DEFGRID3
* xyz 0 3
C -0.701 1.068 0.617
C -0.286 -0.346 0.426
C 1.242 -0.533 -0.897
O -1.171 -1.137 -0.212
I 1.846 -2.625 -0.389
I 2.635 1.060 -0.666
H -1.374 1.610 -0.099
H -1.343 1.050 1.534
H -0.013 1.844 0.728
H 0.290 -0.915 1.209
H 0.786 -0.524 -1.839
H -1.911 -0.553 -0.413
*
```

Computed properties:
Energy above the lowest of the compared OMol25 structures with the same formula, charge and spin = 1.238 eV
Lowest unoccupied orbital energy (spin up / spin down) = 0.4 / -3.3 eV
E = -788.32141 Eh
Expectation value of S² = 2.01
Frontier orbital gap (spin up / spin down) = 5.77 / 5.31 eV

=====

# 8
Density functional theory data (ωB97M-V/def2-TZVPD) for a single C3H6IN molecule.

Geometry as ORCA input:
```
! RIJCOSX wB97M-V def2-TZVPD def2/J DEFGRID3
* xyz 0 1
I 3.412 -0.104 0.063
N 1.613 0.991 0.039
C 0.472 0.263 0.508
C -0.628 0.209 -0.534
C 0.102 -1.028 -0.097
H 1.772 1.818 0.554
H -0.008 0.423 1.423
H -0.525 0.746 -1.429
H -1.688 0.221 -0.295
H -0.440 -1.804 0.428
H 0.831 -1.495 -0.709
*
```

Computed properties:
Energy above the lowest of the compared OMol25 structures with the same formula, charge and spin = 1.243 eV
Lowest unoccupied orbital energy = -0.1 eV
E = -470.27715 Eh
SMILES = INC1CC1
Frontier orbital gap = 8.62 eV

=====

# 9
Density functional theory data (ωB97M-V/def2-TZVPD) for a molecular structure, C3H6IN2S.

Geometry as ORCA input:
```
! RIJCOSX wB97M-V def2-TZVPD def2/J DEFGRID3
* xyz 1 1
C -2.199 -2.085 0.028
C -1.538 -0.844 0.060
C 0.988 0.997 0.083
N 1.177 2.107 0.763
N 1.809 0.493 -0.769
S -0.330 -0.515 1.270
I 1.803 -1.278 -1.612
H -3.045 -2.218 -0.627
H -1.912 -2.850 0.762
H -1.686 -0.067 -0.588
H 1.911 2.738 0.274
H 0.533 2.427 1.506
H 2.489 1.095 -1.150
*
```

Computed properties:
Energy above the lowest of the compared OMol25 structures with the same formula, charge and spin = 2.679 eV
Lowest unoccupied orbital energy = -5.5 eV
E = -922.93222 Eh
Frontier orbital gap = 7.23 eV

=====

# 10
Density functional theory data (ωB97M-V/def2-TZVPD) for 2 unconnected molecules or ions with the total composition C3H6INO.

Geometry as ORCA input:
```
! RIJCOSX wB97M-V def2-TZVPD def2/J DEFGRID3
* xyz 0 1
C -0.598 -0.116 0.799
C -0.948 0.160 -0.663
C 0.824 -0.128 1.134
N -1.510 -0.129 1.651
O -0.609 -0.272 3.452
I -1.890 -1.316 4.437
H -0.548 1.092 -0.915
H -0.307 -0.574 -1.250
H -2.010 0.108 -0.977
H 1.138 -0.576 2.028
H 1.076 0.929 1.332
H 1.409 -0.476 0.263
*
```

Computed properties:
Energy above the lowest of the compared OMol25 structures with the same formula, charge and spin = 3.916 eV
Lowest unoccupied orbital energy (spin up / spin down) = -1.0 / -1.0 eV
E = -545.43786 Eh
Frontier orbital gap (spin up / spin down) = 7.58 / 7.55 eV

=====

# 11
Density functional theory data (ωB97M-V/def2-TZVPD) for 2 unconnected molecules or ions with the total composition C3H6INO2.

Geometry as ORCA input:
```
! RIJCOSX wB97M-V def2-TZVPD def2/J DEFGRID3
* xyz 0 1
C 0.558 -0.662 0.805
C 0.667 1.720 -0.069
C -0.933 -2.139 1.078
N 0.064 0.363 0.108
O 1.448 -0.840 1.546
O -0.894 0.052 -0.856
I -2.877 -1.468 1.239
H 0.925 2.249 0.833
H 1.759 1.615 -0.369
H 0.117 2.396 -0.839
H -0.605 -2.531 2.139
H -0.802 -2.904 0.317
H -1.802 0.087 -0.519
*
```

Computed properties:
Energy above the lowest of the compared OMol25 structures with the same formula, charge and spin = 4.360 eV
Lowest unoccupied orbital energy = 0.4 eV
E = -620.69212 Eh
Frontier orbital gap = 9.07 eV

=====

# 12
Density functional theory data (ωB97M-V/def2-TZVPD) for a single C3H6INO2 molecule.

Geometry as ORCA input:
```
! RIJCOSX wB97M-V def2-TZVPD def2/J DEFGRID3
* xyz 0 1
C 0.359 1.344 -0.434
C -0.331 0.012 -0.599
O -0.389 -0.355 -1.872
I -2.480 0.306 0.242
C 0.064 -1.186 0.391
N 0.487 -0.675 1.571
O 0.021 -2.305 -0.029
H -0.006 2.013 -1.210
H 1.514 1.376 -0.526
H 0.132 1.815 0.582
H -0.785 -1.248 -2.068
H 0.414 0.355 1.795
H 1.001 -1.452 2.157
*
```

Computed properties:
Energy above the lowest of the compared OMol25 structures with the same formula, charge and spin = 0.447 eV
Lowest unoccupied orbital energy = 0.1 eV
E = -620.83593 Eh
SMILES = C[C@](O)(I)C(N)=O
Frontier orbital gap = 9.35 eV

=====

# 13
Density functional theory data (ωB97M-V/def2-TZVPD) for 2 unconnected molecules or ions with the total composition C3H6INOS.

Geometry as ORCA input:
```
! RIJCOSX wB97M-V def2-TZVPD def2/J DEFGRID3
* xyz 0 1
C 0.742 0.469 -1.645
N 0.925 0.672 -0.358
C 1.497 0.080 0.726
C 0.749 -0.070 1.993
O 2.689 -0.153 0.693
H 0.625 -0.563 -2.038
H 0.379 1.269 -2.097
H 1.004 0.755 2.777
H 0.890 -1.105 2.327
H -0.347 -0.129 1.836
S -2.291 -0.642 -1.721
I -3.305 -0.137 0.312
H -3.556 -0.446 -2.805
*
```

Computed properties:
Energy above the lowest of the compared OMol25 structures with the same formula, charge and spin = 2.686 eV
Lowest unoccupied orbital energy = -0.9 eV
E = -943.68958 Eh
SMILES = C=NC(C)=O.SI
Frontier orbital gap = 8.32 eV

=====

# 14
Density functional theory data (ωB97M-V/def2-TZVPD) for a molecular structure, C3H6InO3.

Geometry as ORCA input:
```
! RIJCOSX wB97M-V def2-TZVPD def2/J DEFGRID3
* xyz 3 1
H -1.055 -0.685 -0.495
O -1.205 1.690 1.265
C -1.482 0.607 0.842
O -2.444 0.297 0.064
In -3.880 1.357 -0.164
O -0.453 -0.288 0.339
C 0.912 0.190 0.043
C 1.715 -0.980 -0.453
H 1.264 0.598 0.994
H 0.816 0.988 -0.701
H 1.680 -1.817 0.255
H 2.757 -0.647 -0.546
H 1.375 -1.311 -1.443
*
```

Computed properties:
Energy above the lowest of the compared OMol25 structures with the same formula, charge and spin = 1.844 eV
Lowest unoccupied orbital energy (spin up / spin down) = -17.1 / -20.6 eV
E = -532.17628 Eh
Frontier orbital gap (spin up / spin down) = 8.93 / 3.63 eV

=====

# 15
Density functional theory data (ωB97M-V/def2-TZVPD) for a molecular structure, C3H6IrO4.

Geometry as ORCA input:
```
! RIJCOSX wB97M-V def2-TZVPD def2/J DEFGRID3
* xyz 1 5
O 1.826 -0.395 -0.488
C 0.880 -1.480 -0.447
C -0.230 -1.175 0.548
O -1.444 -0.945 -0.129
C -2.103 0.272 0.057
O -3.253 0.142 0.499
O -1.480 1.317 -0.214
H 2.734 -0.719 -0.522
H 1.413 -2.400 -0.177
H 0.475 -1.589 -1.460
H 0.048 -0.316 1.174
H -0.391 -2.045 1.202
Ir 1.363 1.461 -0.470
H 0.301 2.735 -0.755
*
```

Computed properties:
Lowest unoccupied orbital energy (spin up / spin down) = -3.9 / -7.9 eV
E = -522.66496 Eh
Expectation value of S² = 6.01
Frontier orbital gap (spin up / spin down) = 10.64 / 6.85 eV

=====

# 16
Density functional theory data (ωB97M-V/def2-TZVPD) for a gas-phase ion, C3H6N (charge +1).

Geometry as ORCA input:
```
! RIJCOSX wB97M-V def2-TZVPD def2/J DEFGRID3
* xyz 1 1
C -1.254 1.791 0.197
N -0.372 1.067 -0.292
C 0.819 0.280 0.011
C 0.724 -1.163 0.084
H -1.385 1.758 1.251
H -2.018 2.232 -0.419
H 1.794 0.630 -0.134
H 0.853 -0.992 1.207
H -0.382 -1.457 -0.030
H 1.354 -1.878 -0.352
*
```

Computed properties:
Energy above the lowest of the compared OMol25 structures with the same formula, charge and spin = 1.912 eV
Lowest unoccupied orbital energy = -6.0 eV
E = -172.28834 Eh
SMILES = C=[N+]=CC
Frontier orbital gap = 10.54 eV

=====

# 17
Density functional theory data (ωB97M-V/def2-TZVPD) for 2 unconnected molecules or ions with the total composition C3H6N.

Geometry as ORCA input:
```
! RIJCOSX wB97M-V def2-TZVPD def2/J DEFGRID3
* xyz 1 1
C 1.062 -0.478 -0.378
C -1.127 -0.256 -0.305
C 0.049 0.572 -0.262
N -0.002 -0.664 0.592
H 1.182 -1.290 -1.179
H 2.062 -0.330 0.128
H -2.169 0.110 -0.168
H -1.167 -0.899 -1.099
H -0.661 3.175 0.325
H 0.157 -0.844 1.599
*
```

Computed properties:
Energy above the lowest of the compared OMol25 structures with the same formula, charge and spin = 7.271 eV
Lowest unoccupied orbital energy (spin up / spin down) = -3.8 / -7.3 eV
E = -172.09143 Eh
Frontier orbital gap (spin up / spin down) = 12.80 / 7.89 eV

=====

# 18
Density functional theory data (ωB97M-V/def2-TZVPD) for 2 unconnected molecules or ions with the total composition C3H6N.

Geometry as ORCA input:
```
! RIJCOSX wB97M-V def2-TZVPD def2/J DEFGRID3
* xyz 1 1
C 0.311 -0.943 0.088
C 0.778 -2.244 0.198
C -0.448 2.651 -0.489
N -0.088 0.101 0.181
H 1.807 -2.345 0.635
H 0.118 -2.956 0.878
H 0.673 -2.488 -0.785
H 0.044 2.937 0.345
H 0.111 2.496 -1.396
H -1.513 2.528 -0.468
*
```

Computed properties:
Energy above the lowest of the compared OMol25 structures with the same formula, charge and spin = 3.159 eV
Lowest unoccupied orbital energy = -8.2 eV
E = -172.24252 Eh
Frontier orbital gap = 8.14 eV

=====

# 19
Density functional theory data (ωB97M-V/def2-TZVPD) for a gas-phase ion, C3H6N (charge +1).

Geometry as ORCA input:
```
! RIJCOSX wB97M-V def2-TZVPD def2/J DEFGRID3
* xyz 1 3
C 0.326 0.582 0.968
C -0.300 -0.042 -1.143
C -0.731 -0.120 0.279
N 0.729 -0.427 -0.106
H 0.451 1.607 0.802
H 0.622 0.446 2.095
H -0.790 -0.779 -1.908
H -0.124 0.874 -1.573
H -1.434 -0.879 0.591
H 1.251 -1.263 -0.005
*
```

Computed properties:
Energy above the lowest of the compared OMol25 structures with the same formula, charge and spin = 3.621 eV
Lowest unoccupied orbital energy (spin up / spin down) = -3.6 / -9.7 eV
E = -172.04568 Eh
Expectation value of S² = 2.00
Frontier orbital gap (spin up / spin down) = 6.94 / 8.79 eV

=====

# 20
Density functional theory data (ωB97M-V/def2-TZVPD) for a single C3H6N2 molecule.

Geometry as ORCA input:
```
! RIJCOSX wB97M-V def2-TZVPD def2/J DEFGRID3
* xyz 0 1
C 0.843 1.271 -1.188
N -0.151 0.649 -0.592
N 0.376 -0.254 0.317
C -0.695 -0.300 1.273
C -0.444 -1.329 0.273
H 0.662 1.971 -1.878
H 1.922 1.048 -1.125
H -1.335 0.494 0.970
H -0.497 -0.485 2.251
H -0.809 -1.334 -0.722
H 0.255 -2.317 0.273
*
```

Computed properties:
Energy above the lowest of the compared OMol25 structures with the same formula, charge and spin = 4.614 eV
Lowest unoccupied orbital energy = 1.3 eV
E = -227.25527 Eh
SMILES = C=NN1CC1
Frontier orbital gap = 10.50 eV